No. 1
ORCA calculation (ωB97M-V/def2-TZVPD) on a structure of composition C48H68N2O3P2PbSe.

```
125
Properties=species:S:1:pos:R:3:lowdin_charge:R:1
Pb -0.250 0.059 -0.528 1.2903
C -0.517 2.974 2.690 -0.0736
C 0.582 2.125 3.332 -0.3603
C 0.533 2.238 4.859 -0.0383
C 0.512 0.668 2.920 -0.2055
C 1.676 -0.048 2.658 -0.0198
C 1.655 -1.392 2.281 -0.1313
C 2.982 -2.139 2.165 -0.3437
C 3.608 -2.240 3.563 -0.0369
C 4.004 -1.523 1.210 -0.0551
C 0.406 -2.039 2.180 -0.1325
C -0.760 -1.381 2.588 -0.1569
C -0.695 -0.026 2.905 -0.0163
C -2.007 -2.195 2.907 -0.3595
C -3.334 -1.534 2.557 -0.0716
C -1.986 -2.522 4.407 -0.0257
C 0.326 -3.493 1.868 -0.2076
C 0.601 -4.375 2.916 -0.0275
C 0.593 -5.745 2.741 -0.0323
C 0.301 -6.265 1.490 -0.0409
C 0.004 -5.407 0.448 -0.1015
C 0.000 -4.013 0.605 -0.2704
P -0.454 -2.981 -0.860 1.1132
C -2.252 -3.446 -1.245 -0.6537
C -2.565 -3.166 -2.717 -0.0823
C -3.094 -2.516 -0.361 -0.1130
C -2.673 -4.881 -0.926 -0.0743
C 0.757 -3.518 -2.193 -0.6803
C 2.120 -3.120 -1.617 -0.1000
C 0.534 -2.699 -3.472 -0.1022
C 0.767 -5.006 -2.554 -0.0710
H -0.323 4.033 2.858 0.1007
H -1.495 2.753 3.126 0.0956
H -0.565 2.812 1.608 0.0232
H 1.547 2.520 2.996 0.1347
H -0.422 1.867 5.236 0.0890
H 0.641 3.277 5.171 0.0888
H 1.328 1.655 5.323 0.0888
H 2.632 0.454 2.776 0.1303
H 2.781 -3.151 1.816 0.1251
H 3.945 -1.259 3.906 0.0874
H 4.472 -2.904 3.546 0.0915
H 2.898 -2.620 4.297 0.0823
H 4.221 -0.480 1.456 0.0862
H 3.693 -1.607 0.168 0.0561
H 4.947 -2.065 1.284 0.1034
H -1.596 0.478 3.239 0.1237
H -1.940 -3.144 2.367 0.1184
H -3.552 -0.698 3.226 0.0883
H -4.145 -2.252 2.683 0.1010
H -3.359 -1.177 1.534 0.0417
H -1.998 -1.603 4.995 0.0909
H -1.098 -3.091 4.684 0.0720
H -2.863 -3.110 4.677 0.0934
H 0.840 -3.959 3.887 0.1184
H 0.815 -6.399 3.572 0.1193
H 0.293 -7.333 1.325 0.1186
H -0.236 -5.839 -0.513 0.0782
H -2.210 -2.188 -3.038 0.0531
H -3.649 -3.192 -2.848 0.0980
H -2.144 -3.930 -3.368 0.0803
H -2.836 -1.467 -0.507 0.0303
H -2.976 -2.764 0.697 0.0474
H -4.150 -2.633 -0.613 0.1101
H -2.180 -5.615 -1.564 0.0782
H -3.746 -4.961 -1.117 0.0996
H -2.505 -5.145 0.116 0.0812
H 2.190 -2.033 -1.503 0.0581
H 2.910 -3.429 -2.306 0.1048
H 2.309 -3.594 -0.653 0.0764
H 0.291 -1.653 -3.263 -0.0020
H -0.254 -3.111 -4.094 0.0753
H 1.455 -2.713 -4.058 0.0983
H 1.260 -5.611 -1.793 0.0791
H 1.329 -5.132 -3.481 0.0986
H -0.235 -5.400 -2.728 0.0751
O 2.344 0.654 -0.095 -0.2090
H 2.924 -0.106 0.058 0.0063
H 2.382 1.158 0.729 0.0325
O -2.259 1.755 0.617 -0.1507
H -2.299 2.628 0.188 0.0205
H -1.993 1.925 1.529 -0.0008
Se 0.699 1.081 -3.163 0.8619
N -3.484 0.575 -3.912 0.2096
C -3.107 0.514 -2.623 -0.6442
N -4.001 0.874 -1.688 0.2146
O -1.954 0.120 -2.333 -0.2821
H -4.407 0.847 -4.200 0.1208
H -2.819 0.297 -4.613 0.1245
H -4.935 1.159 -1.923 0.1251
H -3.729 0.860 -0.717 0.0834
C 3.265 6.859 0.472 -0.0583
C 3.721 5.551 0.560 -0.0659
C 2.924 4.514 0.104 -0.1049
C 1.669 4.771 -0.452 -0.3612
C 1.227 6.087 -0.550 -0.0814
C 2.024 7.125 -0.089 -0.0565
P 0.729 3.293 -0.969 1.0323
C 1.442 3.070 -2.655 -0.6074
C 1.303 4.100 -3.655 -0.1022
C 2.080 4.104 -4.759 -0.0232
C 3.079 3.094 -4.980 -0.0450
C 3.297 2.143 -4.053 -0.0860
C 2.482 2.071 -2.853 -0.4569
C -0.948 3.932 -1.298 -0.3882
C -1.658 3.732 -2.479 -0.0996
C -2.966 4.188 -2.596 -0.0657
C -3.590 4.824 -1.535 -0.0588
C -2.899 5.005 -0.341 -0.0567
C -1.590 4.562 -0.224 -0.1532
H 3.877 7.671 0.839 0.1148
H 4.692 5.342 0.988 0.1118
H 3.286 3.492 0.166 0.0913
H 0.263 6.313 -0.990 0.1056
H 1.676 8.146 -0.171 0.1145
H 0.608 4.909 -3.471 0.1154
H 1.986 4.911 -5.474 0.1235
H 3.684 3.136 -5.874 0.1204
H 4.084 1.411 -4.177 0.1237
H 2.919 1.604 -1.980 0.0749
H -1.196 3.229 -3.319 0.0762
H -3.492 4.056 -3.533 0.1123
H -4.603 5.189 -1.636 0.1144
H -3.374 5.507 0.491 0.1201
H -1.051 4.734 0.702 0.0992
```

The value obtained for the LUMO energy is -5.191 eV. As for the charge: +2. The value obtained for the energy above the lowest of the compared OMol25 structures with the same formula, charge and spin is 194.75 kJ/mol.


No. 2
ORCA calculation (ωB97M-V/def2-TZVPD) on a cluster of 5 separate species, C48H71BF2N5O4PS2Si in total.

```
135
Properties=species:S:1:pos:R:3:lowdin_charge:R:1
C 7.015 -2.962 5.352 -0.0024
B 6.140 -1.688 4.949 -0.4897
O 5.646 -0.897 5.956 0.1171
C 5.847 -1.325 3.442 -0.1307
C 6.886 -1.336 2.513 -0.0261
C 6.601 -1.053 1.204 0.0033
C 5.337 -0.726 0.751 -0.1872
O 5.256 -0.513 -0.602 -0.0357
C 4.692 0.734 -0.989 -0.1234
C 5.005 0.946 -2.528 -0.3614
C 3.693 0.941 -3.318 -0.0420
O 5.725 -0.180 -3.029 -0.0433
C 4.277 -0.668 1.667 -0.1309
C 4.583 -0.998 2.989 -0.3481
S 3.210 -1.016 4.145 1.0656
C 1.952 -1.682 3.059 -0.4081
C 0.989 -2.590 3.478 -0.4143
P 0.948 -3.188 5.197 0.3308
S -0.238 -2.177 6.356 0.0826
C 0.067 -3.064 2.578 -0.0530
C 0.059 -2.671 1.254 -0.0853
C -1.032 -3.263 0.371 -0.4774
F -1.252 -2.571 -0.786 0.0673
F -0.717 -4.545 -0.006 0.0826
C -2.386 -3.236 1.117 -0.1349
C -2.677 -1.759 1.509 -0.2260
Si -4.464 -1.200 1.130 0.6148
C -4.425 -0.477 -0.625 -0.1554
C -5.725 -2.590 1.294 -0.1726
C -4.796 0.265 2.293 -0.2452
C -3.706 0.932 2.835 -0.1097
C -3.849 1.996 3.704 -0.0879
C -5.119 2.414 4.065 -0.0953
C -6.199 1.764 3.515 -0.1094
C -6.070 0.715 2.635 -0.0999
C 1.046 -1.781 0.843 -0.0915
C 1.139 -1.328 -0.597 -0.0059
C 1.984 -1.265 1.745 -0.2031
N 2.941 -0.305 1.243 -0.0177
C 2.500 1.020 1.820 -0.1422
C 2.575 2.234 0.879 -0.1729
C 1.851 3.420 1.554 -0.1708
C 2.758 4.281 2.450 -0.2389
O 3.845 3.520 3.012 -0.0850
H 6.610 -3.827 4.814 0.0726
H 8.050 -2.774 5.028 0.0680
H 7.058 -3.136 6.433 0.0569
H 5.892 -1.282 6.804 0.0975
H 7.906 -1.570 2.804 0.1174
H 7.422 -1.092 0.491 0.1051
H 5.053 1.566 -0.378 0.1277
H 3.609 0.612 -0.936 0.0741
H 5.581 1.866 -2.693 0.1363
H 3.359 -0.104 -3.370 0.0938
H 3.826 1.295 -4.344 0.0786
H 2.902 1.510 -2.814 0.0706
H 6.659 -0.046 -2.843 0.0609
H 0.657 -4.570 5.105 -0.0137
H 2.288 -3.129 5.645 -0.0405
H -0.645 -3.781 2.979 0.1158
H -3.134 -3.564 0.381 0.1037
H -2.420 -3.941 1.948 0.1143
H -2.048 -1.044 0.963 0.0848
H -2.505 -1.640 2.587 0.0818
H -3.667 -0.972 -1.247 0.0296
H -4.236 0.601 -0.627 0.0094
H -5.399 -0.624 -1.118 0.0138
H -5.517 -3.361 0.541 0.0280
H -5.753 -3.003 2.306 0.0371
H -6.714 -2.188 1.027 0.0247
H -2.686 0.649 2.584 0.0946
H -2.949 2.471 4.086 0.1040
H -5.214 3.233 4.772 0.1031
H -7.192 2.121 3.790 0.1032
H -6.945 0.223 2.215 0.0968
H 0.852 -2.101 -1.314 0.0855
H 0.391 -0.520 -0.736 0.0535
H 2.102 -0.907 -0.877 0.0644
H 3.021 1.273 2.748 0.0965
H 1.440 0.899 2.084 0.1305
H 3.633 2.522 0.824 0.0954
H 2.244 2.028 -0.140 0.0801
H 1.483 4.076 0.753 0.0946
H 0.990 3.091 2.149 0.1105
H 3.203 5.125 1.902 0.1133
H 2.161 4.654 3.295 0.1154
H 4.112 4.015 3.793 0.0853
C -2.966 3.981 -0.576 -0.1232
C -1.624 4.701 -0.491 -0.2598
C -0.638 4.257 -1.579 -0.1835
C -0.359 2.820 -1.457 -0.2066
N -0.156 1.686 -1.361 0.1864
H -2.856 2.906 -0.427 0.0575
H -3.645 4.346 0.194 0.0711
H -3.441 4.143 -1.545 0.0671
H -1.185 4.525 0.494 0.1003
H -1.787 5.777 -0.582 0.1078
H 0.301 4.806 -1.488 0.1101
H -1.048 4.453 -2.572 0.1211
C -8.243 1.742 -4.056 -0.1163
C -8.422 0.815 -2.860 -0.2822
C -8.352 1.550 -1.518 -0.1791
C -7.044 2.200 -1.353 -0.2124
N -6.011 2.701 -1.224 0.1805
H -7.261 2.216 -4.052 0.0696
H -8.328 1.181 -4.987 0.0605
H -9.004 2.526 -4.061 0.0752
H -7.654 0.040 -2.895 0.0669
H -9.390 0.313 -2.939 0.1047
H -8.498 0.847 -0.696 0.1121
H -9.133 2.310 -1.454 0.1188
C -8.846 -2.532 -5.167 -0.1020
C -7.893 -2.517 -6.357 -0.2595
C -6.420 -2.594 -5.941 -0.1818
C -6.062 -1.444 -5.099 -0.2057
N -5.781 -0.537 -4.439 0.1756
H -8.694 -1.665 -4.521 0.0500
H -9.882 -2.506 -5.508 0.0749
H -8.711 -3.434 -4.567 0.0801
H -8.063 -1.609 -6.939 0.1104
H -8.121 -3.363 -7.008 0.1075
H -5.779 -2.595 -6.823 0.1177
H -6.227 -3.512 -5.383 0.1210
C 9.292 -1.355 -3.362 -0.1056
C 9.686 0.091 -3.077 -0.2621
C 10.865 0.211 -2.105 -0.1841
C 10.526 -0.395 -0.810 -0.2244
N 10.260 -0.876 0.207 0.1530
H 8.957 -1.864 -2.457 0.0742
H 8.471 -1.392 -4.078 0.0736
H 10.131 -1.914 -3.780 0.0784
H 8.823 0.624 -2.671 0.0984
H 9.952 0.580 -4.016 0.1104
H 11.116 1.260 -1.945 0.1168
H 11.747 -0.289 -2.508 0.1204
```

The value obtained for the LUMO energy is 0.579 eV. As for the charge: 0. The structure (SMILES) is CB(O)c1ccc(OC[C@H](C)O)c2c1Sc1c([PH2]=S)cc(C(F)(F)CC[Si](C)(C)c3ccccc3)c(C)c1N2CCCCO.CCCC#N.CCCC#N.CCCC#N.CCCC#N.


Short version: maximum force = 0.0154, 0.0321 hartree/bohr, in the order given.
Short version: orbital gap = 7.65, 8.45 eV, in the order given.
Short version: HOMO level = -12.84, -7.87 eV, in the order given.